# 1
Density functional theory data (ωB97M-V/def2-TZVPD) for 10 unconnected molecules or ions with the total composition C49H67F9O34S at a distorted geometry.

Structure (XYZ):
```
160
Properties=species:S:1:pos:R:3:forces:R:3
C 3.198331 2.679285 0.496706 -0.413 0.423 -0.143
C 2.643525 4.107662 0.277758 0.021 -0.322 0.418
C 1.710165 4.535179 1.428922 -0.039 -1.176 -0.726
C 0.422615 3.669563 1.437115 -0.375 0.704 0.457
C -0.868609 4.398319 1.000978 -0.125 -1.093 0.118
C -2.121417 3.543839 1.397887 0.519 0.738 -1.421
C -2.316123 2.469817 0.302714 -0.722 -0.819 0.483
C -2.530624 1.038150 0.888877 0.530 1.045 -0.898
C -1.208953 0.533182 1.459806 -0.113 -0.281 0.910
C -1.307671 -0.726517 2.346046 -0.357 0.135 -0.558
C -1.914433 -1.988809 1.652996 0.994 0.267 0.389
C -1.824066 -1.997111 0.121113 -0.698 -1.062 0.395
C -1.713685 -3.419268 -0.472235 -0.644 0.848 -0.782
C -1.419623 -3.237901 -1.987134 0.322 -0.773 0.626
C 0.081389 -3.494578 -2.292180 -1.432 0.870 -0.487
C 0.896140 -2.233621 -2.608904 1.523 -1.486 -1.388
O 0.195002 -1.139755 -3.217461 0.336 0.984 1.013
S 0.725351 0.292174 -2.697007 -2.215 0.386 -0.791
O -0.399327 0.992889 -2.190245 -0.306 -0.617 1.741
O 1.319766 1.081148 -3.717103 1.819 -0.982 -0.535
O 1.766722 -0.257936 -1.616919 -0.739 0.724 0.472
C 1.921436 -1.685257 -1.591593 1.610 -0.765 -0.926
C 3.360560 -1.952373 -2.176179 -0.171 0.267 0.231
C 3.742614 -0.976250 -3.286622 0.142 0.329 2.625
O 3.596060 -1.234840 -4.420788 -0.301 -0.566 -2.686
C 1.980901 -2.284068 -0.174809 -0.779 1.101 0.397
O 2.525749 -3.597469 -0.272986 0.090 0.322 -0.521
C 3.220120 -3.968882 0.850513 1.818 -0.944 -2.477
C 4.600302 -4.511490 0.554300 -0.753 0.159 -0.613
O 2.762497 -3.894707 1.910201 -1.647 0.630 3.571
H 2.432937 1.987005 0.861526 -0.012 0.107 -0.091
H 3.986484 2.706018 1.254749 0.124 -0.125 -0.250
H 3.546237 2.296106 -0.466543 0.342 -0.124 0.281
H 2.104218 4.136292 -0.675245 0.044 0.124 0.073
H 3.511564 4.772960 0.212893 -0.207 0.104 -0.153
H 2.242901 4.320086 2.362001 -0.013 0.475 0.018
H 1.434737 5.587120 1.360134 0.217 0.014 0.126
H 0.511066 2.770835 0.820167 0.189 0.135 -0.032
H 0.257947 3.315127 2.455618 0.010 -0.038 -0.055
H -0.936859 5.425348 1.363188 0.167 -0.088 0.126
H -0.870290 4.403632 -0.096131 -0.033 0.521 0.098
H -2.971079 4.235811 1.428020 -0.084 -0.274 0.055
H -2.007539 3.097054 2.381862 0.090 0.036 -0.009
H -1.459511 2.441645 -0.378015 -0.035 -0.068 0.155
H -3.185520 2.668331 -0.335196 0.088 0.307 0.139
H -3.314558 1.107678 1.654146 0.125 -0.292 0.051
H -2.905892 0.441584 0.055946 0.025 -0.262 0.292
H -0.830711 1.330397 2.110481 0.081 -0.091 -0.033
H -0.431419 0.405501 0.697424 -0.324 0.072 -0.212
H -0.304892 -0.962741 2.722772 -0.107 0.051 0.034
H -1.935126 -0.460240 3.202940 0.179 -0.155 0.066
H -2.928113 -2.144338 2.028376 -0.051 -0.002 -0.368
H -1.334083 -2.850040 2.016126 -0.178 0.034 0.032
H -0.996801 -1.400921 -0.280155 -0.090 0.112 0.251
H -2.762059 -1.602938 -0.277283 0.284 0.243 -0.191
H -0.966169 -4.028738 0.046171 0.029 0.043 -0.145
H -2.673909 -3.937422 -0.403335 0.089 0.036 0.385
H -1.753047 -2.238711 -2.276520 0.210 -0.065 -0.109
H -2.015331 -3.927375 -2.589143 0.075 -0.058 0.139
H 0.491653 -4.091753 -1.485361 0.356 0.359 -0.003
H 0.126671 -4.122029 -3.184405 0.121 0.079 0.044
H 1.534583 -2.566205 -3.435384 -0.035 0.096 0.105
H 4.086269 -1.858869 -1.361172 0.017 0.007 -0.142
H 3.385871 -2.968187 -2.570915 0.122 0.076 0.066
H 4.166020 -0.002598 -2.963785 -0.049 -0.080 0.015
H 2.682327 -1.664355 0.398167 -0.168 0.057 -0.054
H 1.021527 -2.239988 0.352574 0.010 -0.304 -0.182
H 4.459881 -5.496101 0.098193 0.232 0.093 -0.099
H 5.187654 -4.594767 1.459137 -0.102 -0.009 0.030
H 5.060807 -3.831066 -0.164769 0.267 -0.298 0.019
O -5.267083 -1.730085 -1.443811 0.058 0.081 0.058
C -5.807463 -0.676695 -1.400341 -0.027 -0.323 0.188
O -7.138727 -0.497250 -1.200891 0.426 0.196 -0.166
C -7.366213 0.910742 -1.076059 -0.493 0.059 -0.005
C -6.177243 1.487701 -1.797785 0.204 0.173 0.355
F -5.792797 2.671951 -1.259846 0.065 0.032 -0.089
O -5.169109 0.524985 -1.552590 -0.389 -0.202 -0.294
H -7.384475 1.181398 -0.021841 0.114 0.047 -0.122
H -8.312618 1.197218 -1.529773 -0.007 -0.247 -0.071
H -6.313598 1.607682 -2.874606 0.082 0.137 0.014
O -1.151713 4.328240 4.062943 -0.002 0.336 0.313
C -0.690023 5.380502 4.355947 -0.262 -0.532 0.170
O -1.000319 6.056134 5.493183 0.169 0.093 -0.299
C -0.149567 7.202724 5.553499 -0.172 0.229 0.447
C 0.215767 7.397412 4.105329 0.487 -0.069 0.003
F 1.462357 7.910567 3.970363 -0.019 0.014 -0.101
O 0.206478 6.073424 3.603441 -0.445 0.233 0.234
H 0.721117 6.977708 6.171973 0.108 -0.001 -0.175
H -0.672713 8.057427 5.976358 -0.180 -0.146 -0.006
H -0.490160 8.006931 3.537353 0.118 0.062 -0.059
O 1.309162 3.597460 9.260691 -0.045 0.018 -0.083
C 1.268430 3.100529 8.187742 -0.171 0.045 0.338
O 1.019832 1.783714 7.954109 0.147 0.350 -0.183
C 0.919620 1.609473 6.536198 -0.090 -0.512 -0.013
C 1.700468 2.788448 6.020652 -0.316 0.178 -0.227
F 1.204769 3.229080 4.842706 0.241 0.073 -0.035
O 1.474083 3.773427 7.013193 0.257 -0.431 0.183
H -0.129195 1.646470 6.236603 0.051 0.176 -0.114
H 1.342468 0.656458 6.226473 0.059 -0.004 0.205
H 2.773491 2.610651 5.921245 -0.009 0.077 -0.121
O -2.539381 -2.167376 5.338801 0.120 0.083 -0.027
C -1.462845 -2.454937 5.733304 -0.613 -0.021 -0.354
O -1.137377 -3.667686 6.247721 0.284 0.350 0.005
C 0.270987 -3.667843 6.482590 0.070 -0.484 0.214
C 0.568414 -2.196763 6.606018 0.211 0.101 -0.389
F 1.814051 -1.899391 6.150806 0.027 0.139 0.055
O -0.384494 -1.606517 5.740951 -0.112 -0.382 0.531
H 0.783737 -4.122286 5.632832 0.081 0.201 -0.044
H 0.516866 -4.224970 7.383841 -0.221 -0.009 0.019
H 0.444913 -1.793839 7.613731 0.157 0.069 -0.017
O -1.987607 -6.959756 -1.193155 0.093 -0.003 0.035
C -0.858658 -7.248133 -1.387445 -0.357 0.124 0.201
O 0.143047 -6.346117 -1.602176 -0.075 -0.649 0.020
C 1.369016 -7.076965 -1.657228 0.321 0.455 -0.149
C 0.899690 -8.457357 -2.037343 0.056 -0.284 0.390
F 1.693668 -9.416362 -1.501289 -0.025 -0.056 -0.058
O -0.378120 -8.528216 -1.435573 0.091 0.424 -0.383
H 1.848071 -7.058084 -0.676328 -0.043 -0.222 0.015
H 2.048172 -6.645780 -2.390461 -0.174 0.137 -0.042
H 0.805948 -8.623076 -3.112350 0.081 -0.122 0.023
O -2.218135 -2.284127 -7.995288 0.060 0.080 -0.087
C -1.546700 -1.359138 -7.688848 -0.039 -0.475 -0.024
O -0.693083 -1.338920 -6.635826 -0.206 0.267 -0.330
C 0.026426 -0.102320 -6.685896 0.306 -0.026 0.478
C -0.904419 0.768160 -7.484528 0.217 -0.021 -0.323
F -0.219987 1.673791 -8.234356 -0.101 0.083 -0.068
O -1.535898 -0.157672 -8.352860 -0.047 -0.019 0.552
H 0.982079 -0.258409 -7.189721 -0.074 0.121 -0.149
H 0.212927 0.283841 -5.688555 -0.073 -0.158 0.069
H -1.660586 1.285690 -6.892077 0.049 0.151 -0.087
O 0.174431 1.933271 -14.495345 0.032 -0.072 0.054
C 0.163522 1.573374 -13.367741 -0.118 -0.028 -0.346
O -0.960624 1.402343 -12.622407 0.456 0.019 0.011
C -0.562679 0.832247 -11.371928 -0.510 0.033 0.243
C 0.879643 1.251162 -11.279200 0.219 -0.419 -0.036
F 1.625023 0.328808 -10.619439 0.082 0.059 0.016
O 1.282747 1.281218 -12.636244 -0.394 0.363 0.117
H -0.678013 -0.252129 -11.413605 0.204 -0.009 0.030
H -1.163571 1.219136 -10.555055 -0.110 0.108 -0.184
H 1.037565 2.232927 -10.829380 0.104 -0.073 0.096
O -7.610339 0.793483 2.166169 0.049 0.117 -0.077
C -6.910000 1.715829 2.425800 0.039 -0.364 0.086
O -6.003649 1.731643 3.430108 -0.242 0.251 -0.262
C -5.264511 2.950911 3.316349 0.418 0.012 0.512
C -6.218506 3.835018 2.559779 0.278 0.015 -0.460
F -5.564885 4.711859 1.761639 -0.109 0.060 -0.008
O -6.913059 2.902921 1.746604 -0.183 -0.096 0.550
H -4.343512 2.764766 2.763021 -0.078 0.157 -0.149
H -5.012041 3.347701 4.297258 -0.107 -0.191 0.072
H -6.928814 4.378253 3.186310 -0.002 0.089 -0.100
O 7.321067 -2.358074 -0.072984 -0.131 0.007 0.077
C 7.459928 -2.234750 1.097215 -0.082 0.140 -0.355
O 8.088451 -1.191102 1.693542 -0.154 -0.378 0.072
C 7.922692 -1.339785 3.106026 0.303 0.387 0.154
C 7.672027 -2.818901 3.239913 -0.451 -0.029 0.215
F 6.844328 -3.090250 4.276699 0.021 -0.103 -0.026
O 7.008202 -3.132407 2.026543 0.626 0.282 -0.005
H 7.069432 -0.745487 3.436875 -0.095 -0.183 0.039
H 8.810913 -1.012054 3.640991 0.083 0.028 -0.218
H 8.575325 -3.425335 3.327714 -0.071 -0.069 0.097
```
Forces are in eV/Å.

Its largest force on an atom is 3.98 eV Å⁻¹. Its orbital gap is 9.7563 eV. The HOMO energy is -9.963 eV. The multiplicity is 1.

# 2
Density functional theory data (ωB97M-V/def2-TZVPD) for a molecular structure, C7H5N4O at a distorted geometry.

Structure (XYZ):
```
17
Properties=species:S:1:pos:R:3:forces:R:3
C 0.114139 0.933620 2.395133 -0.336 0.897 -2.108
C -1.935628 2.886713 0.738961 0.502 -0.958 -0.915
C -0.344792 -0.615222 0.156353 -0.809 3.947 2.295
C -1.811982 0.913791 -0.813959 -3.091 -0.452 -2.816
C 0.351175 1.894260 -0.106871 -0.298 2.961 0.953
C -0.122212 1.092314 0.991951 -1.537 -4.802 -1.923
C -1.206023 1.814788 0.139988 2.294 0.513 1.736
N 0.334703 0.759426 3.495831 0.292 -0.410 1.541
N -2.612079 3.680053 1.186683 -0.770 1.168 0.715
N -1.174460 -0.348701 -0.822059 1.028 -0.732 -0.184
N 0.106518 -1.682094 0.686942 1.600 -0.095 2.605
O -2.733174 1.045502 -1.597021 1.736 0.507 1.795
H 0.841736 2.882545 0.079637 -0.552 -1.022 -0.109
H 0.610468 1.402252 -0.989099 0.823 -0.526 -1.178
H -1.459175 -0.926063 -1.601846 -0.031 -0.495 0.067
H 0.522014 -1.588693 1.676807 -0.558 -0.179 -2.079
H 0.071604 -2.620352 0.330759 -0.292 -0.323 -0.393
```
Forces are in eV/Å.

Its net charge is +1. Its largest force on an atom is 5.40 eV Å⁻¹. Its orbital gap is 10.5261 eV. The HOMO energy is -15.394 eV. The multiplicity is 1.

# 3
Density functional theory data (ωB97M-V/def2-TZVPD) for 2 unconnected molecules or ions with the total composition C7H10N2S at a distorted geometry.

Structure (XYZ):
```
20
Properties=species:S:1:pos:R:3:forces:R:3
C 2.494924 2.926513 -1.147625 2.840 -1.312 0.172
C 1.256284 1.735881 0.158318 -4.879 0.659 1.094
C 2.508108 1.212345 0.226317 2.803 -0.370 0.669
C -1.369993 0.668466 -0.307673 -0.005 -0.053 -2.200
C -0.717602 -0.341585 0.229814 1.087 -0.587 1.898
C 0.191744 -1.290223 -0.596518 1.092 0.428 3.384
C -0.735627 -0.535621 1.777039 0.266 3.952 -2.183
N 3.243502 1.981652 -0.645489 2.176 0.906 -1.673
N 1.216658 2.766918 -0.710315 -2.130 1.754 0.769
S 3.172493 0.217443 1.375753 -0.661 0.333 -0.756
H 3.018021 3.648717 -1.787357 -1.141 0.001 0.100
H -2.003207 1.382093 0.205570 0.101 -0.191 0.114
H -1.239461 0.762165 -1.412860 -0.411 0.319 0.855
H -0.369089 -2.154244 -0.771641 -0.999 -1.322 -1.084
H 1.071229 -1.756576 0.029188 -1.438 1.426 -0.917
H 0.593444 -0.790299 -1.446551 0.116 0.063 -0.848
H 0.233555 -0.319998 2.157136 1.329 -0.813 0.164
H -1.126818 -1.451881 1.969444 -0.956 -2.670 1.232
H -1.240244 0.322252 2.278092 -0.612 -0.854 -0.557
H 0.450049 3.503264 -0.705270 1.423 -1.669 -0.233
```
Forces are in eV/Å.

Its largest force on an atom is 5.04 eV Å⁻¹. Its orbital gap (alpha / beta) is 6.0466 / 5.5980 eV. The HOMO energy (alpha / beta) is -8.230 / -7.885 eV. The multiplicity is 1.

Question: What is the multiplicity in the first record?
Answer: 1

Question: Which formula does entry 1 have?
Answer: C49H67F9O34S

Question: What is the formula in the third record?
Answer: C7H10N2S